# C20H63B2N5O5Pt

C20H63B2N5O5Pt as an isolated structure (ωB97M-V with the def2-TZVPD basis set, the OMol25 dataset).

## Properties
Gap between HOMO and LUMO (spin up / spin down), eV: 7.726 / 7.553
HOMO level (spin up / spin down), eV: -7.632 / -8.405
Multiplicity: 3
Relative energy (zero: lowest compared OMol25 entry of this formula, charge and spin), eV: 0.000

Cartesian coordinates (Å):
Pt 1.0503 0.3413 1.5857
B 0.7364 -1.3500 3.1698
H 0.0181 -0.5446 2.9775
H 0.2256 -2.1081 3.7758
H 1.1309 -1.7542 2.2278
H 1.6073 -0.9593 3.7166
B -0.7461 0.0602 0.1560
H -1.7119 -0.1302 -0.3288
H 0.1012 -0.0689 -0.5307
H -0.8217 1.0829 0.5474
H -0.5457 -0.6519 0.9660
C 2.6685 3.5896 -5.4361
C 2.1543 3.0918 -4.0696
C 0.6766 2.6659 -4.0336
O 0.3258 2.2647 -2.7397
C -1.0674 2.1155 -2.5288
N 3.0664 1.9644 -3.8182
H 2.3274 2.8887 -6.1986
H 3.7553 3.5244 -5.4083
H 2.2789 4.5727 -5.7019
H 2.2379 3.8485 -3.2868
H 0.4807 1.8061 -4.6774
H 0.0845 3.5240 -4.3578
H -1.4871 3.1052 -2.7217
H -1.3133 2.0387 -1.4697
H -1.5282 1.2817 -3.0583
H 3.9485 2.2732 -3.4335
H 2.6532 1.3809 -3.1055
C 3.2543 -0.7678 -1.7075
C 3.8293 -0.7902 -0.3118
C 4.7264 0.4195 -0.1069
O 4.1189 1.7003 -0.4237
C 5.0704 2.7455 -0.2673
N 2.7004 -0.7838 0.6213
H 4.0262 -0.6909 -2.4736
H 2.6386 0.1281 -1.7747
H 2.6236 -1.6274 -1.9343
H 4.4292 -1.7013 -0.2913
H 5.5985 0.2793 -0.7477
H 5.0690 0.4161 0.9295
H 4.4972 3.6564 -0.4428
H 5.8313 2.7047 -1.0475
H 5.4553 2.7488 0.7528
H 2.3507 -1.7031 0.3677
H 3.1911 -1.1384 1.4358
C -4.4956 -1.8159 1.6995
C -3.3427 -2.0497 2.6836
C -3.8491 -2.9431 3.8571
O -4.7379 -2.2086 4.7527
C -5.4159 -3.1577 5.5853
N -2.1466 -2.6101 2.0964
H -5.2148 -2.6307 1.7891
H -4.1187 -1.4393 0.7494
H -5.1343 -1.0485 2.1405
H -3.0946 -1.0613 3.0772
H -3.0753 -3.3977 4.4764
H -4.4920 -3.7114 3.4247
H -4.8826 -3.6187 6.4187
H -6.0298 -3.9385 5.1333
H -6.1776 -2.6265 6.1593
H -1.3342 -2.3147 2.6254
H -1.9872 -2.0229 1.2869
C -0.9019 -4.8431 -0.9544
C -0.3997 -3.4435 -1.4251
C -1.6337 -2.6469 -1.9232
O -2.2724 -3.3384 -2.9339
C -3.4117 -2.5768 -3.3995
N 0.2813 -2.7603 -0.3427
H -0.0388 -5.4919 -0.8065
H -1.5699 -5.2804 -1.6960
H -1.4879 -4.7192 -0.0432
H 0.2198 -3.5154 -2.3207
H -1.3350 -1.6536 -2.2639
H -2.3354 -2.5808 -1.0882
H -3.0869 -1.6434 -3.8604
H -4.2605 -2.4104 -2.7352
H -3.7552 -3.2808 -4.1582
H -0.4900 -2.6412 0.3017
H 0.3753 -1.7921 -0.6217
C 1.0830 4.5004 0.2898
C 1.1284 3.3220 1.2227
C -0.1820 3.0986 1.9952
O -0.2241 1.8721 2.7852
C -1.3113 1.7696 3.6471
N 1.4140 2.1686 0.3067
H 0.0963 4.5842 -0.1666
H 1.9126 4.6148 -0.4069
H 1.1599 5.4180 0.8775
H 1.9732 3.2946 1.9121
H -1.0295 3.2293 1.3181
H -0.4696 3.9285 2.6439
H -2.1693 1.4035 3.0823
H -1.6090 2.7400 4.0490
H -0.9155 1.2250 4.5036
H 2.3265 2.2458 -0.1224
H 0.7307 2.3496 -0.4178


# C27H27BrN4O4Ti

C27H27BrN4O4Ti as an isolated structure (ωB97M-V with the def2-TZVPD basis set, the OMol25 dataset).

## Properties
Gap between HOMO and LUMO (spin up / spin down), eV: 3.143 / 3.165
HOMO level (spin up / spin down), eV: 1.472 / 1.449
Total charge: -2

Cartesian coordinates (Å):
Ti 0.3890 1.2314 -0.4280
O -0.3822 4.7732 2.0419
C -1.5213 4.2433 2.5712
C -2.0802 4.8193 3.7094
C -3.2445 4.3295 4.2816
C -3.8572 3.2344 3.6907
C -3.2987 2.6496 2.5642
C -2.1196 3.1161 1.9625
C -1.5810 2.3960 0.8037
O -0.4658 2.7967 0.1774
N -2.2404 1.3394 0.3627
N -1.5438 0.7822 -0.6413
C -2.1417 -0.0667 -1.5558
C -1.4466 -0.4174 -2.7311
C -1.9803 -1.3530 -3.6624
C -1.3439 -1.6723 -4.8472
C -0.1274 -1.0689 -5.1784
C 0.4300 -0.1478 -4.2848
C -0.1714 0.1781 -3.0797
O 0.4331 1.0847 -2.2671
H -0.0765 5.4656 2.6328
H -1.5832 5.6782 4.1524
H -3.6518 4.7901 5.1741
H -4.7680 2.8269 4.1159
H -3.7579 1.7828 2.1063
H -3.1739 -0.3611 -1.4159
H -2.9246 -1.8312 -3.4112
H -1.7924 -2.3977 -5.5207
H 0.3811 -1.3110 -6.1059
H 1.3732 0.3412 -4.5128
N 3.1187 -0.6750 -1.9482
C 2.6402 -1.9600 -2.0578
C 3.3720 -2.9083 -2.7483
C 2.9555 -4.2449 -2.8405
C 1.8026 -4.6459 -2.2285
C 1.0277 -3.7089 -1.5069
C -0.1703 -4.0982 -0.8515
C -0.8707 -3.1706 -0.1630
C -0.4221 -1.8327 -0.1460
N 0.6763 -1.4135 -0.7349
C 1.4197 -2.3478 -1.4113
H 2.4564 0.0395 -1.6782
H 3.6922 -0.3602 -2.7099
H 4.2920 -2.5902 -3.2277
H 3.5485 -4.9571 -3.4019
H 1.4585 -5.6728 -2.2960
H -0.5009 -5.1294 -0.9098
H -1.7826 -3.4297 0.3588
H -0.9770 -1.0880 0.3993
Br 2.5221 2.6602 -0.6469
C -0.0593 -0.0260 3.2772
C 1.1824 0.3861 2.4896
C 2.1989 -0.7535 2.4799
C 1.7958 1.6426 3.1003
O 0.8224 0.6703 1.1719
H 0.1823 -0.1503 4.3389
H -0.4529 -0.9725 2.8935
H -0.8347 0.7354 3.1734
H 2.4969 -1.0150 3.5016
H 3.0817 -0.4512 1.9102
H 1.7676 -1.6339 1.9956
H 2.0136 1.4906 4.1637
H 1.1006 2.4779 2.9808
H 2.7133 1.9016 2.5681


# C10H18FNO2P

A 2-piece molecular cluster, C10H18FNO2P overall (ωB97M-V with the def2-TZVPD basis set, the OMol25 dataset).

## Properties
Gap between HOMO and LUMO (spin up / spin down), eV: 4.335 / 7.593
HOMO level (spin up / spin down), eV: -1.319 / -4.279
Total charge: -1

Cartesian coordinates (Å):
C -0.9180 -1.4622 1.3519
C -1.7375 -0.7732 2.1314
C -0.2415 -2.7563 1.5749
C -0.7255 -0.9279 -0.0527
C 1.2239 -2.6432 1.3616
C 1.5041 -2.0694 -0.0170
C 0.8135 -0.7306 -0.1965
C 1.2764 0.0200 -1.5174
C 0.8529 1.4647 -1.7641
C 1.0756 2.4083 -0.5841
N 0.0015 2.4583 0.2647
O -4.6132 2.9054 -0.0630
O -2.5359 2.0808 -1.1115
F 1.3013 3.6791 -1.2230
P -3.1689 2.7436 0.3225
H -1.9556 -0.8470 3.1996
H -0.4628 -3.1538 2.5765
H -0.6070 -3.2594 0.6819
H -0.9023 -1.6423 -0.8272
H -1.2058 0.0527 -0.3097
H 1.6906 -2.0004 2.1473
H 1.8330 -3.6520 1.4668
H 2.6372 -2.0104 -0.0876
H 1.1233 -2.5899 -0.9266
H 1.2121 -0.1077 0.6618
H 1.0484 -0.6944 -2.4157
H 2.3841 0.1144 -1.6163
H 1.3554 1.8043 -2.5695
H -0.2243 1.4669 -1.9466
H 2.0984 2.2531 -0.0784
H 0.1792 2.9410 1.1656
H -0.9221 2.8579 -0.0656
H -3.3903 2.0696 -1.5341


# C11H8N3O6S

A 2-piece molecular cluster, C11H8N3O6S overall (ωB97M-V with the def2-TZVPD basis set, the OMol25 dataset).

## Properties
Gap between HOMO and LUMO, eV: 4.770
HOMO level, eV: -3.678
Total charge: -1

Cartesian coordinates (Å):
C -0.3434 1.0999 -1.9586
N -1.6867 0.9374 -2.1372
O -2.4679 1.9437 -2.1153
O -2.1658 -0.2280 -2.3020
C 0.5574 -0.0022 -1.9595
C 0.1222 -1.3485 -1.9974
C 1.0371 -2.3950 -1.9155
C 2.4096 -2.1362 -1.8152
C 2.8673 -0.8054 -1.7965
C 1.9592 0.2444 -1.8661
H 0.0262 2.1200 -1.8894
H -0.9423 -1.5246 -2.0916
H 0.6533 -3.4153 -1.9337
H 3.1203 -2.9624 -1.7548
H 3.9369 -0.5988 -1.7281
H 2.2736 1.2923 -1.8440
O -0.7271 -1.7146 4.7501
N -1.4838 -1.5465 3.7754
O -2.4370 -2.3153 3.4914
C -1.3091 -0.4341 2.9003
C -0.4135 0.5961 3.0075
C -0.6282 1.4747 1.9182
N 0.2354 2.5719 1.6444
O 0.0916 3.1983 0.5729
O 1.1064 2.8674 2.4915
C -1.6671 1.0758 1.0387
S -2.4189 -0.3487 1.5382
H 0.3377 0.7089 3.7801
H -2.0434 1.6449 0.1962


# C5H8N2S

One molecule with the formula C5H8N2S (ωB97M-V with the def2-TZVPD basis set, the OMol25 dataset).

## Properties
Gap between HOMO and LUMO, eV: 7.368
HOMO level, eV: -8.643
Relative energy (zero: lowest compared OMol25 entry of this formula, charge and spin), eV: 3.275

Cartesian coordinates (Å):
C 2.1786 0.1747 -2.2804
N 1.1459 -0.3623 -1.7459
N 0.9686 -0.4146 -0.4317
C -0.0537 0.1987 0.0602
C -0.8859 1.1103 -0.7387
S -2.2863 1.8596 -0.3884
C -0.2375 0.0681 1.5346
C -1.2416 -1.0661 1.7210
H 3.1481 0.2374 -1.7951
H 2.0266 0.4383 -3.2995
H -0.4856 1.2188 -1.7925
H -0.5896 1.0138 1.9476
H 0.7567 -0.2463 1.8868
H -1.4003 -1.3481 2.8013
H -2.1752 -0.8495 1.2196
H -0.8688 -2.0329 1.3012


# C2H4Br2S2

C2H4Br2S2 as an isolated structure (ωB97M-V with the def2-TZVPD basis set, the OMol25 dataset).

## Properties
Gap between HOMO and LUMO (spin up / spin down), eV: 7.881 / 7.422
HOMO level (spin up / spin down), eV: -8.192 / -7.817
Relative energy (zero: lowest compared OMol25 entry of this formula, charge and spin), eV: 3.115

Cartesian coordinates (Å):
C -1.0141 0.8976 -0.3361
C 1.6207 -0.0866 -0.7145
S -1.8475 -1.1224 1.7398
S -1.9031 -0.5821 -0.3554
Br 1.0605 -1.7856 -0.4863
Br 2.5299 0.8397 0.6741
H -0.7912 1.3092 -1.2621
H -0.9753 1.6786 0.4412
H 1.9255 0.4279 -1.6541
H -0.6054 -1.5763 1.9534


Number 1: strongest force on any atom 3.8 eV/Å. Number 2: strongest force on any atom 2.6 eV/Å. Number 3: strongest force on any atom 4.4 eV/Å. Number 4: strongest force on any atom 2.8 eV/Å. Number 5: strongest force on any atom 2.4 eV/Å. Number 6: strongest force on any atom 2.5 eV/Å.